[1]
{"formula": "C24H58F3N6O8S", "method": "ωB97M-V with the def2-TZVPD basis set", "symbols": ["S", "F", "F", "F", "O", "O", "O", "O", "O", "O", "O", "O", "N", "N", "N", "N", "N", "N", "C", "C", "C", "C", "C", "C", "C", "C", "C", "C", "C", "C", "C", "C", "C", "C", "C", "C", "C", "C", "C", "C", "C", "C", "H", "H", "H", "H", "H", "H", "H", "H", "H", "H", "H", "H", "H", "H", "H", "H", "H", "H", "H", "H", "H", "H", "H", "H", "H", "H", "H", "H", "H", "H", "H", "H", "H", "H", "H", "H", "H", "H", "H", "H", "H", "H", "H", "H", "H", "H", "H", "H", "H", "H", "H", "H", "H", "H", "H", "H", "H", "H"], "coordinates": [[11.7499, -11.3601, 8.9622], [11.6062, -9.9831, 6.7260], [9.7729, -11.0091, 7.1650], [10.3818, -9.2009, 8.2649], [10.4532, -13.6904, 12.8169], [15.0607, -11.2852, 6.5870], [6.6922, -13.2653, 11.3061], [10.3356, -6.4697, 13.3761], [12.6022, -10.4811, 9.7615], [13.9816, -15.1416, 9.6376], [10.7192, -11.9581, 9.8290], [12.4260, -12.3819, 8.1993], [15.6447, -9.3717, 7.8618], [8.5434, -13.6033, 10.0005], [12.5265, -14.3097, 11.9990], [12.8843, -17.0003, 8.6855], [7.2357, -8.0070, 4.6280], [10.1079, -8.8047, 13.5620], [14.4939, -8.5185, 8.3645], [7.1975, -9.3951, 5.2217], [5.3511, -8.1114, 6.1424], [15.8240, -11.7809, 8.7671], [11.5093, -14.1308, 13.1210], [5.8422, -9.5605, 5.8781], [13.9210, -18.0701, 9.0521], [10.7875, -10.3457, 7.7061], [7.5564, -11.2564, 10.3871], [8.8233, -6.1830, 3.8052], [6.5245, -7.2604, 5.7478], [10.1115, -7.2740, 15.6169], [6.4393, -7.9275, 3.3540], [13.2326, -12.9543, 11.8260], [10.2374, -7.3713, 14.1160], [10.9881, -9.1087, 12.3704], [13.5507, -15.6248, 8.6323], [10.3074, -5.7291, 3.7517], [11.9123, -14.7201, 14.4312], [8.2074, -14.0666, 8.6010], [8.6686, -7.5622, 4.3756], [13.8648, -15.1220, 7.2493], [15.4196, -10.8666, 7.6224], [7.4798, -12.7219, 10.6154], [12.9759, -14.8051, 14.6579], [6.0791, -10.0014, 6.8514], [9.0825, -14.5918, 8.2211], [14.5016, -14.2431, 7.2799], [13.3512, -18.9886, 8.9160], [15.7282, -12.7728, 8.3362], [13.7641, -8.3907, 7.5734], [7.3624, -14.7468, 8.5291], [12.0268, -8.8798, 12.5794], [7.7302, -10.9606, 9.3504], [14.2850, -17.8426, 10.0464], [10.3473, -9.3864, 14.3672], [12.5097, -12.1511, 11.9082], [10.4264, -6.2754, 15.9109], [12.4148, -17.2012, 7.7985], [8.0432, -13.1827, 7.9903], [8.3500, -5.4495, 4.4628], [9.1364, -7.5473, 16.0196], [14.2623, -15.9153, 6.6158], [11.5491, -15.7489, 14.5478], [8.3566, -10.8148, 10.9813], [10.8661, -6.1156, 2.8998], [11.3952, -14.1970, 15.2360], [15.0182, -7.5773, 8.5446], [14.1585, -8.8362, 9.3430], [4.4662, -7.8472, 5.5643], [10.8775, -10.0982, 11.9225], [16.8487, -11.6194, 9.0977], [16.0588, -8.9342, 7.0300], [13.1884, -15.0196, 12.3160], [12.9408, -14.7077, 6.8300], [8.0241, -9.4843, 5.9244], [7.4063, -10.1305, 4.4428], [12.0525, -14.6041, 11.1526], [16.3886, -9.2093, 8.5476], [5.1001, -10.2300, 5.4532], [9.2047, -7.5821, 5.3255], [10.8619, -7.9366, 16.0644], [13.7220, -12.9474, 10.8560], [15.0695, -11.6361, 9.5412], [6.3337, -6.2265, 5.4688], [8.7669, -14.4577, 10.5148], [5.4388, -8.3308, 3.5162], [6.6006, -10.8103, 10.6549], [12.1373, -16.8933, 9.3719], [14.0506, -12.8017, 12.5291], [9.0641, -8.2721, 3.6479], [8.4021, -6.0855, 2.8060], [7.2970, -7.2584, 6.5219], [6.8316, -8.5594, 2.5594], [9.1252, -8.9849, 13.3459], [9.4568, -13.0988, 10.1233], [5.0815, -7.9184, 7.1790], [10.6143, -8.5270, 11.5272], [14.7077, -18.1117, 8.3005], [6.3178, -6.8876, 3.0661], [10.8677, -5.9268, 4.6667], [10.3118, -4.6487, 3.6118]], "forces_ev_per_a": [[0.1839, -0.9449, 1.3308], [0.3309, -0.3296, -0.1932], [-0.1323, -0.0664, 0.5250], [-0.6297, -0.4058, 0.3364], [0.1047, 0.4012, -0.3038], [-0.5476, 1.0025, -0.7113], [-0.1097, -0.1366, -0.0472], [0.3393, -0.3777, -0.9608], [-0.5439, -0.0551, -1.0926], [-1.3345, -0.7225, 0.1880], [-0.5067, 0.2789, -0.0032], [0.1742, 0.3008, -0.3461], [0.3573, 0.3909, 0.2073], [1.0031, -0.4845, -0.1870], [0.7248, 1.2140, 1.2573], [0.2265, 1.2159, -0.0156], [-0.2573, -0.1187, -0.0260], [0.7626, -1.0263, -0.2165], [1.2065, 0.9600, -0.1379], [0.2322, -0.6561, -1.4930], [-0.4764, -0.0915, -0.3009], [-0.6164, 0.6272, -0.6075], [-0.6000, -1.4387, 0.6283], [0.0872, 0.2578, 1.7269], [-0.9495, -0.3901, -0.6491], [1.1231, 0.7673, -0.0562], [-0.0328, 0.5958, -0.7596], [0.5994, 1.0499, 0.1912], [1.2161, 0.5767, -0.1368], [1.1412, -0.5652, -0.2047], [-0.8220, -0.3640, 0.1686], [0.6125, -0.1931, -0.5738], [-0.9443, 1.6521, 1.4372], [-0.6892, 0.3530, -0.9952], [2.3513, 0.6902, -1.1116], [-0.2659, 0.1714, -0.3466], [0.0345, 0.0461, 0.6685], [0.8736, 0.6199, -0.4589], [-0.2600, -0.0770, -0.3084], [-1.0142, 0.2198, 0.3082], [1.1217, -1.2955, 0.8580], [-0.7351, -0.5990, 1.1220], [0.0800, 0.4205, -0.2667], [-0.2896, -0.1177, 0.0366], [0.0079, 0.1134, -0.0552], [0.2989, -0.2887, 0.2575], [0.2934, -0.2479, 0.6959], [0.0965, -0.0544, 0.2580], [-0.2239, -0.2567, 0.2345], [-0.1783, 0.2001, 0.6472], [-0.0789, 0.0914, 0.1544], [0.2521, -0.2881, -0.0453], [-0.0046, -0.2889, 0.0150], [-0.0855, -0.3050, -0.1537], [-0.1742, -0.1806, -0.1676], [-0.4159, 0.1318, -0.0876], [0.2419, -0.1559, -0.1318], [-0.0565, -0.0660, -0.0634], [-0.3296, -0.0926, -0.1022], [-0.1165, 0.0873, -0.1994], [-0.0513, 0.0286, -0.0817], [-0.2445, -0.0233, -0.5271], [0.0633, -0.1373, 0.0319], [-0.1116, -0.3259, 0.0675], [0.1205, 0.1789, -0.0546], [-0.4615, 0.2806, -0.1959], [-0.3208, -0.5576, -0.3415], [0.0346, -0.1460, -0.0962], [-0.0778, -0.4293, 0.9928], [-0.0775, 0.1482, 0.2047], [-0.4725, -0.2333, -0.4114], [0.2058, -0.0443, -0.4264], [-0.1255, -0.3656, -0.2675], [-0.0784, 0.3480, 0.1193], [-0.0819, 0.1459, -0.1530], [0.0721, 0.2218, -0.2163], [0.0289, -0.5983, 0.1475], [0.1843, 0.2188, -0.5976], [-0.1007, -0.4218, 0.0437], [-0.1451, -0.1574, 0.1097], [-0.3831, -0.0596, -0.1757], [0.2919, -0.0344, 0.3325], [-0.1822, -0.1082, -0.1284], [-1.1907, 0.0851, 0.7110], [0.0385, 0.1037, 0.3350], [0.0111, -0.2065, 0.2884], [0.1014, -0.6839, 0.2752], [-0.3404, -0.4951, 0.4760], [0.1496, -0.2677, 0.3177], [-0.0821, -0.0367, 0.0515], [-0.1970, 0.1836, 0.2081], [0.6012, 0.2727, 0.1021], [-0.0460, 0.1174, 0.0186], [-0.2990, 0.3643, -1.3202], [0.0663, -0.1138, 0.0121], [0.2827, 0.6886, 0.3500], [0.0441, 0.4814, 0.0393], [0.2504, -0.0476, -0.1093], [-0.1375, -0.1384, 0.0738], [0.0044, 0.0094, 0.0582]], "mulliken_charge": [1.1908, -0.2161, -0.1788, -0.1990, -0.3562, -0.3981, -0.3992, -0.3290, -0.6026, -0.5442, -0.9034, -0.5614, -0.0979, 0.4838, 0.1701, -0.1077, 0.1963, -0.0329, -0.8600, -0.2983, -0.7364, -0.4793, 0.4943, -0.4399, -0.7231, 0.2391, -0.2360, -0.2676, -0.5448, -1.1628, -0.9848, -0.4034, 0.5468, -0.9031, 0.4238, -1.3897, -1.2579, -0.6202, -0.5316, -0.8815, 0.3095, 0.4571, 0.4217, 0.1112, 0.2630, 0.0787, 0.4079, -0.0030, 0.2814, 0.3850, 0.5012, 0.0001, 0.3161, 0.4073, 0.0239, 0.3426, 0.4300, 0.2219, 0.2857, 0.3669, 0.4835, 0.3833, -0.1574, 0.3799, 0.3710, 0.4785, 0.3289, 0.3286, -0.0556, 0.5321, 0.4340, 0.4607, 0.3373, -0.0891, 0.4865, 0.1661, 0.4440, 0.4024, 0.2010, 0.4060, 0.0959, 0.0577, 0.4492, 0.4847, 0.4470, 0.4575, 0.3875, 0.4295, 0.3561, 0.3573, 0.3460, 0.3528, 0.3880, -0.0163, 0.4333, 0.4966, 0.3466, 0.3789, 0.3245, 0.3992], "energy_ha": -2575.5950, "e_above_lowest_kj_mol": 72.6, "e_lumo_ev": -12.24, "charge": 5, "homo_lumo_gap_ev": 8.725}

***

[2]
{"formula": "C24H58FNO9S", "method": "ωB97M-V with the def2-TZVPD basis set", "symbols": ["S", "F", "O", "O", "O", "O", "O", "O", "O", "O", "O", "N", "C", "C", "C", "C", "C", "C", "C", "C", "C", "C", "C", "C", "C", "C", "C", "C", "C", "C", "C", "C", "C", "C", "C", "C", "H", "H", "H", "H", "H", "H", "H", "H", "H", "H", "H", "H", "H", "H", "H", "H", "H", "H", "H", "H", "H", "H", "H", "H", "H", "H", "H", "H", "H", "H", "H", "H", "H", "H", "H", "H", "H", "H", "H", "H", "H", "H", "H", "H", "H", "H", "H", "H", "H", "H", "H", "H", "H", "H", "H", "H", "H", "H"], "coordinates": [[-6.3489, -0.5063, 1.0915], [-6.7076, -1.2230, 2.4385], [-5.3277, -1.2918, 0.4884], [2.6796, -5.2791, 4.5233], [2.1250, -0.1619, -1.4547], [3.3881, -1.6849, -6.5425], [-7.5722, -0.2598, 0.4235], [1.1433, 0.4401, 1.7962], [-4.6880, 2.0507, 3.3729], [-2.0250, 2.1958, 1.8855], [-1.5480, 6.1413, 0.6605], [-5.7701, 0.8863, 1.7258], [2.1156, -1.6486, 2.4431], [-0.8600, 7.4481, -1.3129], [0.9884, -0.9695, 1.6842], [-5.1687, 1.7134, 0.6528], [0.0363, 1.1662, 1.3217], [-0.5399, 6.3503, -0.3136], [-2.8222, 5.7666, 0.1655], [1.9180, -1.7443, -8.5198], [-4.8755, 0.7530, 2.8798], [-3.4003, 2.3128, 3.9204], [-1.1373, 1.1676, 2.2948], [3.9676, -4.0801, -6.6247], [2.8650, 2.1217, -0.9030], [3.0181, -6.7825, 6.4489], [2.8939, -5.3635, 5.9218], [1.5109, -5.9138, 4.0353], [1.6963, 0.2733, -3.8416], [0.2195, -5.3648, 4.6185], [-2.5205, 3.0292, 2.9151], [-2.8196, 4.4782, -0.6390], [3.0750, -2.9839, -6.0697], [3.3005, -1.4924, -7.9434], [3.2356, 0.7089, -1.3179], [1.1575, 0.2008, -2.4247], [-0.3098, 5.4154, -0.8380], [2.0948, -7.3499, 6.3263], [2.9888, -1.7756, 1.8060], [0.1510, -5.5284, 5.6946], [-3.2710, 6.5806, -0.4154], [2.4450, 1.0577, -3.9589], [3.2493, -6.7573, 7.5147], [3.8186, -7.3150, 5.9338], [2.3823, -1.0208, 3.2943], [0.3458, 6.6194, 0.2624], [1.9173, -1.5113, -9.5855], [0.8823, 0.4896, -4.5353], [-5.3522, 0.1165, 3.6264], [1.8035, -2.6163, 2.8353], [1.5285, -5.7409, 2.9588], [2.2647, 2.6294, -1.6597], [-0.2836, 0.7903, 0.3406], [-3.1404, 3.7769, 2.4186], [3.7068, -5.0330, -6.1622], [-3.5438, 2.9491, 4.7950], [3.8483, 0.2495, -0.5418], [0.1444, -4.2919, 4.4334], [3.8545, -4.1960, -7.7033], [1.5650, -6.9980, 4.1855], [2.1538, -0.6719, -4.1352], [3.8268, -4.8243, 6.0872], [1.1759, -1.1146, -8.0272], [2.1110, -4.8240, 6.4671], [-5.6945, 1.5356, -0.2838], [-1.6990, 3.5552, 3.4169], [3.8323, 0.7207, -2.2371], [3.1992, -2.9190, -4.9881], [0.6733, 1.1471, -2.1528], [-5.2860, 2.7577, 0.9263], [-3.8438, 4.2158, -0.9116], [0.3961, -0.5777, -2.3556], [-4.1095, 1.4834, 0.5267], [-0.0120, 7.5904, -1.9842], [1.0239, -1.2383, 0.6219], [1.6103, -2.7849, -8.4108], [2.0214, -3.2209, -6.2580], [-0.6372, -5.8564, 4.1559], [-2.2491, 4.5722, -1.5640], [-0.7515, 1.3374, 3.3062], [2.3057, 2.1023, 0.0328], [3.7718, 2.7098, -0.7535], [0.0125, -1.2869, 2.0693], [-2.9361, 1.3831, 4.2645], [-1.7280, 7.2046, -1.9268], [0.3600, 2.1997, 1.1891], [-1.6648, 0.2083, 2.2900], [-3.9148, 0.3211, 2.5695], [4.0462, -2.1028, -8.4658], [-2.3915, 3.6640, -0.0519], [5.0156, -3.8671, -6.4107], [-1.0569, 8.3900, -0.7994], [3.5799, -0.4494, -8.0939], [-3.4339, 5.6460, 1.0609]], "forces_ev_per_a": [[-0.0033, -0.0107, 0.2125], [-0.0556, 0.0104, -0.0536], [-0.0106, -0.0618, 0.0255], [-0.0031, 0.0076, -0.0298], [-0.0466, -0.0792, 0.0314], [0.0100, 0.0235, 0.0371], [0.0719, 0.0196, -0.1248], [-0.0618, -0.0058, 0.2161], [-0.0468, -0.0147, 0.0932], [-0.1760, -0.0845, -0.0590], [-0.0077, 0.0007, 0.0352], [0.1327, -0.0770, -0.0749], [-0.1650, 0.2294, 0.0461], [-0.0233, 0.0093, 0.0147], [0.0202, -0.2063, -0.2577], [-0.1739, 0.0797, -0.0037], [0.0443, -0.0380, -0.1856], [0.0307, -0.0096, -0.0004], [-0.0180, -0.0027, 0.0003], [-0.0132, -0.0010, 0.0269], [0.0804, 0.0509, -0.0723], [0.0081, -0.0486, -0.0415], [0.1163, 0.0748, -0.0084], [0.0219, 0.0187, -0.0110], [-0.0409, 0.0019, 0.0120], [0.0044, -0.0136, -0.0290], [0.0299, 0.0210, 0.0131], [-0.0637, -0.0016, -0.0236], [0.0403, -0.0307, -0.0127], [0.0214, 0.0540, 0.0281], [-0.0282, 0.0327, -0.0022], [0.0351, -0.0321, 0.0347], [-0.0085, -0.0075, 0.0200], [-0.0014, 0.0136, -0.0165], [0.0265, 0.0148, 0.0326], [-0.0092, 0.0239, -0.0084], [-0.0275, -0.0071, 0.0020], [-0.0096, 0.0117, 0.0238], [0.0670, -0.0189, 0.0905], [-0.0106, -0.0351, -0.0067], [0.0475, 0.0140, -0.0131], [-0.0276, 0.0246, 0.0018], [0.0162, 0.0008, -0.0019], [-0.0068, -0.0033, -0.0033], [0.0664, -0.0519, 0.0136], [0.0067, -0.0049, -0.0131], [-0.0041, 0.0170, 0.0026], [-0.0072, -0.0137, 0.0008], [0.0322, 0.0274, -0.0292], [0.0785, -0.0790, -0.1249], [0.0232, -0.0103, -0.0004], [0.0227, 0.0069, -0.0177], [-0.0074, 0.0246, 0.0041], [0.0809, 0.0588, -0.0071], [0.0097, 0.0019, 0.0123], [-0.0568, 0.0279, -0.0306], [0.0079, 0.0043, -0.0069], [-0.0082, -0.0011, 0.0082], [-0.0223, -0.0165, 0.0052], [0.0147, 0.0057, 0.0319], [0.0035, 0.0120, -0.0140], [-0.0071, 0.0017, 0.0169], [-0.0017, -0.0069, 0.0027], [-0.0197, -0.0107, -0.0193], [-0.0346, 0.0354, 0.0224], [0.0366, -0.1120, 0.0601], [-0.0302, 0.0012, -0.0161], [-0.0104, -0.0152, -0.0002], [0.0242, 0.0118, 0.0116], [0.0272, 0.0037, 0.0206], [-0.0005, -0.0055, 0.0052], [-0.0117, 0.0093, -0.0106], [0.0089, -0.0241, 0.0123], [0.0073, 0.0120, 0.0098], [-0.0602, 0.0015, 0.0124], [0.0137, -0.0053, -0.0232], [0.0039, 0.0121, -0.0243], [0.0108, 0.0022, -0.0269], [-0.0309, 0.0252, -0.0171], [-0.0021, 0.0825, -0.0180], [0.0390, -0.0018, -0.0190], [0.0047, -0.0065, 0.0094], [0.0288, 0.0903, 0.1258], [0.0269, 0.0284, 0.0377], [0.0159, -0.0148, -0.0155], [-0.0088, 0.0083, 0.0452], [0.0179, -0.0168, 0.0514], [-0.0150, -0.0261, 0.0052], [-0.0079, -0.0217, 0.0189], [-0.0141, -0.0174, -0.0204], [-0.0006, 0.0019, -0.0075], [-0.0061, -0.0020, -0.0024], [0.0053, -0.0060, -0.0157], [-0.0359, 0.0084, -0.0234]], "mulliken_charge": [1.1387, -0.2504, -0.5645, -0.4208, -0.3633, -0.3926, -0.5468, -0.4074, -0.4420, 0.0488, -0.4571, 0.0171, -1.1235, -1.1170, 0.1610, -0.9961, -0.2242, -0.2064, -0.5034, -1.0477, -0.3980, -0.5841, -0.6376, -1.2119, -0.7396, -1.0203, -0.3312, -0.4064, -1.2643, -0.9783, -0.2237, -0.7155, -0.2442, -0.3312, -0.4089, -0.1132, 0.1888, 0.2642, 0.2829, 0.2705, 0.3886, 0.2784, 0.3846, 0.2900, 0.3384, 0.3945, 0.3981, 0.4626, 0.4442, 0.1467, 0.3498, 0.2536, 0.1638, -0.0773, 0.3936, 0.4519, 0.3683, 0.2238, 0.2807, 0.3654, 0.2357, 0.3203, 0.2599, 0.3009, 0.5680, 0.3862, 0.3341, 0.3100, 0.2135, 0.2816, 0.3477, 0.3622, 0.2691, 0.4150, 0.1050, 0.2723, 0.3407, 0.3958, 0.3993, 0.4188, -0.0483, 0.4536, 0.2774, 0.3473, 0.2697, 0.1879, 0.1360, 0.1948, 0.3239, 0.0234, 0.3219, 0.2780, 0.3294, 0.3688], "energy_ha": -2179.0635, "e_above_lowest_kj_mol": 0.0, "e_lumo_ev": 0.58, "homo_lumo_gap_ev": 10.113, "smiles": "CCOCCOCCOCN(C)S(=O)(=O)F.CCOCC.CCOCC.CCOCC.CCOCC"}